ORCA calculation (ωB97M-V/def2-TZVPD) on a gas-phase ion, C21H20NO2 (charge +1) at a distorted geometry.

As for the total energy: -1017.16267 Ha. The calculation puts the HOMO energy at -10.803 eV. For the relative energy (zero: lowest compared OMol25 entry of this formula, charge and spin), the calculation gives 91.2 kJ/mol. The value obtained for the HOMO-LUMO gap is 6.038 eV. As for the net charge: +1. For the molar mass, the calculation gives 318.4 g/mol. As for the structure (SMILES): C1=C[C@H](C(c2ccc3c(c2)CCO3)c2ccc3c(c2)CCO3)[NH+]=C1.

Last column: Löwdin charge in e.
Atoms and positions in Å:
O (4.644, -1.657, 2.076)  -0.005
O (-3.453, -1.352, -4.093)  -0.008
N (1.023, 2.487, 0.843)  0.101
C (-0.733, 2.828, -0.506)  0.049
C (-4.836, -1.279, -3.577)  -0.109
C (4.781, -1.016, 3.399)  -0.107
C (-0.239, 0.253, 0.213)  -0.130
C (-2.601, -1.084, -3.070)  -0.234
C (-1.225, -1.133, -3.171)  0.026
C (-0.617, 3.886, 0.331)  -0.019
C (0.881, -0.604, 0.866)  -0.188
C (-3.259, -0.789, -1.853)  -0.129
C (-0.499, -0.766, -2.045)  -0.053
C (-4.756, -0.872, -2.107)  -0.092
C (1.331, -0.245, 2.126)  -0.019
C (3.391, -1.426, 1.616)  -0.239
C (-2.527, -0.479, -0.713)  0.027
C (2.863, -1.936, 0.454)  0.024
C (0.310, 1.782, -0.210)  -0.158
C (2.610, -0.637, 2.490)  -0.140
C (3.449, -0.347, 3.719)  -0.096
C (-1.140, -0.408, -0.847)  -0.203
C (1.555, -1.602, 0.130)  -0.016
C (0.519, 3.669, 1.154)  0.027
H (0.766, 0.346, 2.839)  0.129
H (-0.769, -1.307, -4.139)  0.128
H (5.607, -0.290, 3.319)  0.129
H (-5.222, -1.627, -1.453)  0.127
H (0.596, -0.785, -2.095)  0.110
H (-5.317, -2.256, -3.690)  0.126
H (3.601, 0.722, 3.935)  0.119
H (0.984, 1.298, -1.022)  0.205
H (-3.061, -0.299, 0.213)  0.128
H (1.878, 2.126, 1.248)  0.165
H (-1.381, 2.747, -1.379)  0.140
H (-5.371, -0.546, -4.192)  0.126
H (-5.280, 0.088, -1.953)  0.125
H (-0.911, 0.600, 1.054)  0.145
H (1.122, -2.136, -0.722)  0.115
H (-1.194, 4.825, 0.324)  0.135
H (3.523, -2.472, -0.211)  0.129
H (2.993, -0.804, 4.614)  0.128
H (5.041, -1.786, 4.130)  0.127
H (0.929, 4.282, 1.958)  0.157


ORCA calculation (ωB97M-V/def2-TZVPD) on a molecular structure, C25H23BF5N4O2SiTa.

As for the total energy: -2206.47868 Ha. The calculation puts the HOMO energy at -13.384 eV. For the relative energy (zero: lowest compared OMol25 entry of this formula, charge and spin), the calculation gives 69.3 kJ/mol. The value obtained for the HOMO-LUMO gap is 4.808 eV. As for the net charge: +2. For the molar mass, the calculation gives 726.3 g/mol.

Last column: Löwdin charge in e.
Atoms and positions in Å:
Ta (-0.670, -0.758, 0.196)  2.003
Si (2.053, 0.485, -1.228)  0.493
F (-2.680, -1.258, 0.716)  -0.011
F (-3.176, -3.489, 1.283)  0.322
F (-0.966, -2.645, 0.984)  -0.087
F (-1.483, -2.106, -1.411)  -0.053
F (-2.246, -2.035, 2.857)  0.275
O (-2.221, 3.688, 5.283)  0.088
O (-1.650, 5.161, 3.629)  0.084
N (-0.917, 0.896, 1.437)  -0.047
N (-1.749, 0.736, -0.968)  -0.037
N (0.746, -0.866, -1.089)  -0.200
N (0.772, -0.923, 1.826)  -0.045
C (1.762, -2.220, -2.968)  -0.014
C (-2.129, 2.898, 1.942)  0.110
C (3.665, -0.264, -0.707)  -0.136
C (-3.126, 2.684, -0.905)  0.058
C (-0.651, 1.920, 3.586)  0.115
C (-3.421, 2.525, -2.249)  0.033
C (2.292, -1.353, 4.080)  0.035
C (-2.843, 1.475, -2.953)  0.010
C (-0.339, 0.954, 2.681)  -0.178
C (-1.557, 2.933, 3.226)  -0.002
C (1.624, 1.870, -0.064)  -0.150
C (-1.809, 1.885, 1.093)  -0.172
C (0.641, -0.112, 2.896)  -0.183
C (1.390, -0.303, 4.041)  0.061
C (1.654, -1.943, 1.865)  -0.093
C (1.915, 1.111, -2.964)  -0.134
C (1.555, -3.208, -3.924)  -0.023
C (0.721, -1.856, -2.120)  -0.277
C (-1.856, 4.072, 4.173)  -0.705
C (-2.018, 0.602, -2.284)  -0.073
C (2.431, -2.185, 2.972)  0.010
C (0.328, -3.843, -4.060)  -0.018
C (-2.279, 1.782, -0.291)  -0.177
C (-0.470, -2.533, -2.308)  -0.183
C (-0.736, -3.502, -3.228)  0.037
B (-2.441, -2.466, 1.618)  -1.010
H (-2.774, 3.716, 1.651)  0.145
H (0.910, 1.496, -3.155)  0.041
H (2.372, -3.488, -4.575)  0.129
H (4.443, 0.496, -0.824)  0.063
H (-3.031, 1.330, -4.008)  0.134
H (3.127, -3.011, 2.971)  0.134
H (-3.543, 3.506, -0.342)  0.137
H (1.269, 0.356, 4.888)  0.138
H (-0.232, 1.934, 4.583)  0.148
H (2.885, -1.524, 4.969)  0.140
H (3.643, -0.528, 0.353)  0.032
H (2.602, 1.954, -3.073)  0.062
H (2.732, -1.752, -2.889)  0.098
H (3.980, -1.141, -1.269)  0.038
H (-1.706, -3.976, -3.293)  0.144
H (2.400, 2.617, -0.268)  0.070
H (0.674, 2.365, -0.266)  0.036
H (1.706, 1.638, 0.997)  0.031
H (1.717, -2.567, 0.983)  0.127
H (-4.084, 3.220, -2.746)  0.140
H (-1.554, -0.223, -2.804)  0.115
H (2.158, 0.386, -3.737)  0.041
H (0.192, -4.610, -4.810)  0.130